{
  "formula": "C51H40O23",
  "method": "ωB97M-V/def2-TZVPD",
  "energy_ha": -3697.6509,
  "smiles": "O=C1C=CC(=O)C=C1.O=C1C=CC(=O)C=C1.O=C1C=CC(=O)C=C1.O=C1C=CC(=O)C=C1.O=C1C=CC(=O)C=C1.O=C1C=CC(=O)C=C1.O=C1C=CC(=O)C=C1.O=C1OCCO1.O=C1OCCO1.O=C1OCCO1",
  "homo_ev": -10.00,
  "gap_ev": 8.356,
  "elements": ["C", "C", "C", "O", "C", "C", "C", "O", "H", "H", "H", "H", "C", "C", "C", "O", "C", "C", "C", "O", "H", "H", "H", "H", "C", "C", "C", "O", "C", "C", "C", "O", "H", "H", "H", "H", "C", "C", "C", "O", "C", "C", "C", "O", "H", "H", "H", "H", "C", "C", "C", "O", "C", "C", "C", "O", "H", "H", "H", "H", "C", "C", "C", "O", "C", "C", "C", "O", "H", "H", "H", "H", "C", "C", "C", "O", "C", "C", "C", "O", "H", "H", "H", "H", "C", "C", "O", "C", "O", "O", "H", "H", "H", "H", "C", "C", "O", "C", "O", "O", "H", "H", "H", "H", "C", "C", "O", "C", "O", "O", "H", "H", "H", "H"],
  "positions_angstrom": [[14.157922, 12.771798, 14.599663], [13.017563, 13.385116, 14.766236], [12.954546, 14.631227, 15.578388], [11.855501, 14.986275, 16.064843], [14.180205, 15.306349, 15.846970], [15.324842, 14.785285, 15.485300], [15.421508, 13.443767, 14.925539], [16.516872, 12.951836, 14.658878], [14.142322, 11.758357, 14.137205], [12.074691, 12.973424, 14.535115], [13.965148, 16.237356, 16.380255], [16.227429, 15.357209, 15.571023], [12.199275, 12.713035, 11.201487], [12.529493, 12.754680, 9.903556], [12.490508, 11.654742, 8.916778], [13.011629, 11.871663, 7.861956], [11.796933, 10.354183, 9.393668], [11.339407, 10.356071, 10.643547], [11.706433, 11.421508, 11.671797], [11.584060, 11.177639, 12.843562], [12.394421, 13.574910, 11.814889], [13.163566, 13.576725, 9.455359], [11.671062, 9.441708, 8.778905], [10.831972, 9.505704, 11.074968], [20.213755, 16.553275, 11.922371], [19.421067, 15.992073, 10.990663], [18.330429, 14.920774, 11.371893], [17.487462, 14.707480, 10.522506], [18.330007, 14.382684, 12.739068], [19.155963, 14.968297, 13.599634], [20.115248, 16.010192, 13.312003], [20.894841, 16.399877, 14.164332], [20.843371, 17.375903, 11.808435], [19.453683, 16.242231, 9.965558], [17.656352, 13.563634, 12.961962], [19.107692, 14.569502, 14.601589], [12.506410, 19.116139, 12.611714], [12.237652, 17.775743, 12.725964], [13.417592, 16.896116, 12.906029], [13.279532, 15.717390, 12.817603], [14.839158, 17.424221, 12.976240], [15.060706, 18.720662, 12.878697], [13.902252, 19.536159, 12.592241], [14.087220, 20.706586, 12.304328], [11.861073, 20.011084, 12.602623], [11.314983, 17.251575, 12.638022], [15.573358, 16.644959, 13.133241], [16.038716, 19.209043, 12.977437], [16.649422, 20.696048, 16.640423], [16.235379, 19.498707, 16.253002], [17.179336, 18.393988, 15.931315], [16.715149, 17.294333, 15.629277], [18.643786, 18.674764, 15.964381], [19.111016, 19.899781, 16.402768], [18.131914, 20.963291, 16.792778], [18.503832, 22.015933, 17.307327], [16.007167, 21.505236, 16.799090], [15.189525, 19.259619, 16.148985], [19.324335, 17.919951, 15.702412], [20.158980, 20.012021, 16.565015], [10.408460, 11.563521, 5.866460], [9.961685, 10.350253, 6.055519], [8.964841, 10.029330, 7.160502], [8.794269, 8.871037, 7.455551], [8.461180, 11.202586, 7.894802], [8.845831, 12.443940, 7.735679], [9.900679, 12.722194, 6.650112], [10.158597, 13.880944, 6.403097], [11.152430, 11.769326, 5.142247], [10.393582, 9.494517, 5.552764], [7.855145, 10.921970, 8.699259], [8.628685, 13.312788, 8.326696], [11.096952, 22.639835, 10.898901], [11.727557, 23.803026, 10.985209], [12.837581, 24.160222, 10.129039], [13.334071, 25.243097, 10.117507], [13.407871, 22.974497, 9.283593], [12.851546, 21.789502, 9.338302], [11.589972, 21.590729, 10.046567], [11.060519, 20.513612, 9.996767], [10.216499, 22.475335, 11.504239], [11.277022, 24.565415, 11.536730], [14.312276, 23.229220, 8.765177], [13.290750, 20.904370, 8.829059], [9.591964, 17.975823, 8.159930], [9.918497, 17.190136, 6.906952], [11.181533, 16.559359, 7.218205], [11.376251, 16.626620, 8.561686], [12.263275, 16.059597, 9.123383], [10.423598, 17.306128, 9.119644], [8.537701, 17.923853, 8.351071], [9.872117, 19.033242, 8.123576], [10.060649, 17.747148, 5.967895], [9.257281, 16.329315, 6.785181], [15.051484, 15.917125, 7.760446], [15.070445, 16.392091, 9.157692], [14.577834, 17.701293, 9.078448], [14.517283, 18.157709, 7.865650], [14.277575, 19.289525, 7.533895], [14.788641, 17.084693, 6.983257], [14.190770, 15.220915, 7.584952], [15.969743, 15.519942, 7.366440], [16.125554, 16.493901, 9.493783], [14.587024, 15.741860, 9.888794], [16.546821, 21.186292, 9.827241], [17.378976, 22.438425, 10.299125], [18.024346, 21.980231, 11.471790], [18.051524, 20.658632, 11.493342], [18.543222, 20.064806, 12.414326], [17.231929, 20.122185, 10.570799], [16.623810, 21.004249, 8.825333], [15.527324, 21.185944, 10.143011], [16.773874, 23.318117, 10.482600], [18.062672, 22.626610, 9.496234]],
  "forces_ev_per_a": [[0.63, -1.97, -1.01], [-0.73, 1.33, 1.26], [-3.52, -0.94, 0.45], [2.33, -0.40, -1.08], [-0.96, 1.53, 0.99], [1.20, 0.44, 0.12], [0.83, -0.79, -0.90], [-0.87, 0.21, 0.43], [0.45, 0.89, 0.37], [-0.83, -0.57, -0.43], [0.86, 0.02, -0.29], [0.37, -0.21, 0.24], [0.35, -0.12, -1.87], [1.74, 1.46, -0.02], [-1.01, -1.20, 1.52], [0.17, -0.69, -1.25], [0.32, 0.57, -0.62], [0.70, 0.32, 0.60], [-0.97, -0.09, -0.55], [-0.07, -0.43, 0.82], [-0.06, -0.06, 0.55], [-1.28, -0.51, 0.72], [0.13, 0.94, 0.03], [-0.05, -0.11, 0.02], [-2.26, -1.97, 0.24], [-0.18, -0.97, 2.04], [0.95, 1.78, -1.43], [0.08, -0.45, 0.47], [0.25, 0.40, -1.11], [-1.19, -1.62, 1.05], [1.24, 1.13, -0.57], [-0.33, -0.04, 0.10], [1.10, 1.06, -0.47], [-0.16, 0.36, -0.96], [0.12, 0.20, 0.18], [0.35, 0.28, 0.37], [-0.91, -2.16, 0.81], [1.39, 2.68, 0.02], [0.97, 1.46, -1.31], [-0.42, -2.51, 0.24], [-0.91, -0.63, 0.53], [0.62, -0.54, 0.24], [0.27, 1.95, -0.05], [0.22, 0.85, -0.27], [-0.13, -1.05, -0.40], [-0.72, 0.03, 0.12], [0.14, 0.12, 0.04], [-0.44, -0.22, -0.28], [1.98, -1.00, -0.63], [0.14, -0.21, 0.03], [-0.30, -0.52, -0.43], [0.84, 1.17, 0.27], [-0.34, 3.07, 1.19], [-2.16, -2.51, -0.67], [0.25, 1.05, 0.90], [-0.35, -1.18, -0.74], [-0.83, 1.09, 0.43], [-0.18, -0.09, -0.06], [0.66, -1.09, -0.32], [0.49, 0.56, -0.05], [0.05, 1.36, 0.39], [-0.85, -1.40, 0.98], [2.08, 0.47, -1.55], [-0.69, 0.17, 0.44], [-0.53, -1.00, 0.68], [2.45, 0.34, -1.78], [-1.74, 0.38, 0.31], [0.46, -0.35, -0.10], [0.70, 0.31, -0.56], [-0.20, -0.03, -0.18], [-1.22, -0.26, 1.12], [-0.48, 0.03, 0.31], [-0.31, 0.94, 0.73], [-0.97, -0.51, -0.52], [0.99, -2.67, -1.17], [0.56, 1.30, -0.15], [-0.21, 2.46, 1.13], [0.61, -1.10, -1.08], [1.03, -0.65, 0.14], [-1.15, -1.31, -0.16], [-0.11, -0.28, -0.13], [-0.28, 1.26, 1.10], [0.32, -0.11, -0.30], [-0.48, 0.62, 0.32], [0.84, 0.42, -0.83], [0.74, -0.89, -0.61], [0.42, 0.63, 0.39], [0.42, -1.23, -1.97], [0.18, 0.01, 0.35], [-1.79, 1.30, 1.75], [-0.36, -0.31, 0.77], [0.18, -0.22, 0.04], [-0.30, -0.12, 0.51], [-0.35, 0.36, -0.30], [-1.82, -1.12, -1.73], [2.66, -0.39, 1.34], [-0.84, 1.01, 2.04], [0.22, -1.19, -2.42], [0.15, -0.82, 0.15], [-0.38, 2.34, 0.75], [0.85, 0.37, 0.05], [0.37, -0.45, 0.24], [-0.56, -0.12, -0.02], [-0.48, 0.51, -0.23], [1.18, 0.70, 3.47], [-1.39, -1.20, -0.97], [0.40, 1.31, -0.61], [-1.36, -0.74, 1.80], [0.34, -0.43, -0.80], [0.22, 0.23, -0.70], [0.26, -0.54, -2.59], [-0.66, 0.05, 0.31], [0.00, 0.02, 0.31], [0.86, 0.45, -0.12]]
}


{
  "formula": "C51H42Cl2N5OP2Sn",
  "method": "ωB97M-V/def2-TZVPD",
  "total_charge": 3,
  "energy_ha": -4134.2671,
  "de_lowest_ev": 0.376,
  "homo_ev": [-14.13, -14.13],
  "gap_ev": [4.115, 5.655],
  "elements": ["Sn", "C", "P", "C", "C", "C", "C", "C", "C", "C", "C", "C", "C", "C", "C", "C", "C", "C", "C", "C", "P", "C", "C", "C", "C", "C", "C", "C", "C", "C", "C", "C", "C", "N", "H", "H", "H", "H", "H", "H", "H", "H", "H", "H", "H", "H", "H", "H", "H", "H", "H", "H", "H", "H", "H", "H", "H", "H", "H", "H", "C", "O", "C", "C", "C", "C", "C", "C", "C", "N", "C", "C", "N", "C", "C", "C", "C", "N", "C", "C", "N", "C", "C", "C", "C", "H", "H", "H", "H", "H", "H", "H", "H", "H", "H", "H", "H", "H", "H", "Cl", "C", "Cl", "H", "H"],
  "positions_angstrom": [[1.133314, 0.655858, -0.957392], [-1.542435, 1.870787, -3.096125], [-1.129703, 0.158723, -2.521341], [-2.594587, -0.423671, -1.633971], [-3.833367, 0.211075, -1.661838], [-4.898586, -0.317592, -0.942985], [-4.731935, -1.476232, -0.198462], [-3.494667, -2.111144, -0.157556], [-2.426247, -1.580402, -0.864651], [-1.042636, -0.785469, -4.057094], [0.169714, -1.337992, -4.463207], [0.244711, -2.042898, -5.657569], [-0.892880, -2.204989, -6.433101], [-2.109468, -1.667058, -6.020425], [-2.188374, -0.957141, -4.836253], [-0.252716, 2.500081, -3.501433], [0.049717, 3.250911, -4.689134], [1.405292, 3.358440, -4.734357], [1.912009, 2.692160, -3.560828], [3.305325, 2.361184, -3.222685], [3.433503, 0.478895, -3.017681], [3.842650, -0.027424, -4.722176], [2.875326, 0.142479, -5.715344], [3.155152, -0.193407, -7.031342], [4.401635, -0.709208, -7.364094], [5.352693, -0.912613, -6.376613], [5.077471, -0.576242, -5.055631], [4.976589, 0.290035, -2.091576], [5.122181, -0.896810, -1.372538], [6.276958, -1.140021, -0.642609], [7.284754, -0.185231, -0.605625], [7.142478, 1.005026, -1.308713], [5.996421, 1.240947, -2.057284], [0.879192, 2.208657, -2.822172], [-2.003465, 2.407727, -2.261660], [-2.247016, 1.844462, -3.922863], [-3.986274, 1.107771, -2.252338], [-5.865650, 0.166927, -0.978211], [-5.570314, -1.895274, 0.343739], [-3.366674, -3.022748, 0.412118], [-1.459064, -2.073985, -0.839550], [1.054146, -1.219666, -3.847210], [1.187255, -2.469738, -5.975949], [-0.837706, -2.761596, -7.359879], [-2.997447, -1.810240, -6.622476], [-3.142545, -0.553785, -4.510747], [-0.676335, 3.639225, -5.391041], [2.009362, 3.834934, -5.494222], [3.577547, 2.752613, -2.236511], [4.003531, 2.710705, -3.976737], [1.898575, 0.544158, -5.463182], [2.401292, -0.055623, -7.797472], [4.630372, -0.948423, -8.395002], [6.317227, -1.334457, -6.633021], [5.825797, -0.744661, -4.291217], [4.340734, -1.649596, -1.413733], [6.392403, -2.070575, -0.100705], [8.188635, -0.370270, -0.037664], [7.929754, 1.748692, -1.283306], [5.913911, 2.159480, -2.627958], [-5.339160, -2.107272, 11.375123], [-5.784956, -1.229944, 10.306533], [-5.089336, -1.087395, 9.230240], [-5.616332, -0.153634, 8.281781], [-4.949813, 0.085476, 7.129903], [-3.736653, -0.603957, 6.845403], [-3.238494, -1.555532, 7.786581], [-3.885371, -1.790065, 8.955599], [-2.994020, -0.389664, 5.654631], [-1.909743, -1.090612, 5.311951], [-1.511414, -0.589838, 4.133998], [-2.350230, 0.449421, 3.722207], [-3.286623, 0.561740, 4.695510], [-2.125876, 1.200294, 2.520569], [-2.901956, 2.288177, 2.098936], [-2.536593, 2.981505, 0.972578], [-1.395816, 2.570819, 0.290473], [-0.672871, 1.512612, 0.641533], [-1.023845, 0.814862, 1.738485], [-0.216438, -0.356568, 2.095559], [0.715254, -0.749412, 1.213564], [1.469374, -1.795522, 1.505879], [1.364683, -2.500083, 2.707457], [0.414409, -2.107198, 3.617363], [-0.420569, -1.029691, 3.299535], [-6.084388, -2.017878, 12.153803], [-4.369906, -1.781663, 11.746500], [-5.288868, -3.136186, 11.024585], [-6.548469, 0.342652, 8.520004], [-5.367316, 0.797905, 6.429250], [-2.327688, -2.088934, 7.549540], [-3.491050, -2.505635, 9.662250], [-4.054668, 1.211243, 4.718545], [-3.780968, 2.586183, 2.660939], [-3.098968, 3.839839, 0.631312], [-1.026285, 3.145403, -0.553177], [2.198375, -2.089488, 0.757129], [2.012844, -3.344865, 2.899790], [0.290516, -2.612572, 4.567285], [3.134121, 2.788637, 0.365548], [4.391490, 2.401795, 1.578798], [4.633819, 0.664948, 1.728788], [4.066855, 2.798524, 2.529114], [5.315411, 2.855801, 1.249209]],
  "forces_ev_per_a": [[0.18, -0.13, -0.35], [0.32, 0.09, 0.25], [-0.37, -0.11, 0.01], [0.13, -0.05, 0.21], [-0.01, 0.03, -0.03], [-0.01, 0.01, 0.01], [0.04, -0.04, 0.03], [0.05, 0.07, -0.05], [-0.09, 0.05, -0.04], [0.23, -0.07, 0.10], [-0.09, -0.01, 0.04], [-0.02, -0.05, 0.01], [0.00, 0.00, 0.03], [-0.01, -0.01, -0.05], [-0.06, 0.01, 0.02], [-0.09, -0.12, -0.22], [-0.15, 0.03, 0.02], [0.09, 0.10, 0.01], [0.12, 0.02, -0.16], [-0.15, -0.35, 0.17], [0.17, 0.17, -0.45], [-0.05, 0.02, 0.07], [0.03, 0.06, -0.02], [-0.04, 0.06, 0.04], [-0.02, 0.00, -0.04], [0.07, -0.04, 0.08], [0.04, -0.06, -0.07], [-0.05, -0.05, 0.15], [0.13, -0.03, -0.06], [0.04, -0.01, -0.05], [0.00, -0.03, -0.02], [-0.05, 0.04, -0.01], [0.00, 0.00, 0.02], [-0.10, 0.06, 0.21], [-0.05, 0.01, -0.10], [-0.08, 0.02, -0.07], [-0.01, -0.04, 0.02], [0.01, 0.00, -0.02], [0.01, 0.01, -0.03], [-0.01, 0.02, -0.01], [-0.04, -0.03, 0.01], [0.03, 0.00, -0.01], [-0.02, 0.02, 0.02], [-0.01, 0.01, 0.02], [0.03, 0.01, 0.01], [0.04, -0.03, -0.03], [0.09, -0.10, 0.05], [-0.04, -0.05, 0.09], [-0.01, 0.10, -0.10], [0.04, 0.11, -0.02], [0.02, 0.00, -0.04], [0.04, 0.03, 0.03], [-0.02, -0.04, 0.04], [-0.05, 0.04, 0.02], [0.01, 0.04, -0.04], [-0.01, 0.01, 0.04], [0.00, 0.02, -0.03], [-0.06, 0.01, -0.01], [-0.01, -0.05, -0.03], [0.02, -0.03, 0.05], [0.04, -0.10, 0.06], [-0.13, -0.10, 0.41], [0.11, 0.04, -0.26], [-0.09, -0.03, 0.15], [0.15, -0.02, -0.13], [-0.03, -0.03, 0.06], [0.03, 0.06, -0.17], [-0.02, -0.02, 0.07], [-0.02, 0.03, -0.02], [0.01, 0.05, -0.03], [-0.01, -0.02, -0.05], [0.09, 0.00, -0.04], [0.00, -0.07, -0.01], [-0.13, 0.10, 0.05], [-0.09, -0.11, 0.13], [-0.01, 0.08, 0.01], [0.22, 0.05, 0.11], [-0.20, 0.08, -0.20], [-0.01, -0.06, -0.12], [-0.03, 0.06, -0.08], [-0.15, -0.19, 0.08], [0.04, 0.02, 0.00], [0.04, -0.05, -0.01], [-0.07, -0.02, 0.06], [-0.01, -0.03, 0.14], [-0.08, 0.06, -0.01], [0.00, 0.09, -0.04], [-0.06, 0.02, -0.08], [0.05, -0.02, 0.03], [0.04, -0.03, 0.01], [-0.02, 0.06, -0.02], [-0.02, 0.02, -0.01], [0.01, 0.03, 0.03], [0.08, 0.02, -0.04], [0.03, -0.02, 0.00], [-0.03, -0.05, 0.03], [0.00, 0.01, 0.03], [0.00, 0.06, 0.00], [-0.01, -0.03, -0.06], [0.12, 0.31, 0.21], [0.05, -0.19, -0.01], [-0.10, 0.07, 0.05], [-0.08, 0.07, 0.06], [0.05, 0.05, -0.08]]
}